# 1
The following is a quantum chemistry calculation of a structure of composition C23H32N6OSi2W at a distorted geometry, from the Open Molecules 2025 dataset.

Structure (ORCA input):
```
! RIJCOSX wB97M-V def2-TZVPD def2/J DEFGRID3
* xyz 4 1
W 0.04122 -0.47922 0.15944
C 3.57675 -0.73933 0.93542
Si 2.32096 -1.68715 -0.02088
C 2.07299 -3.44164 0.50737
C 2.46652 -1.51280 -1.88820
C 3.58506 -2.20896 -2.35101
C 3.91890 -2.17101 -3.70051
C 3.12805 -1.47134 -4.60016
C 1.99746 -0.79738 -4.15604
C 1.65282 -0.79918 -2.80277
Si 0.19869 0.21835 -2.31873
C -1.48376 -0.25093 -2.94237
C 0.49650 2.04136 -2.34255
H 4.55680 -1.17021 0.70233
H 3.43643 -0.81464 2.01511
H 3.60439 0.30897 0.63681
H 3.02732 -3.96622 0.38920
H 1.34115 -3.94209 -0.12656
H 1.79075 -3.53207 1.55774
H 4.21985 -2.77577 -1.67627
H 4.80304 -2.69306 -4.04265
H 3.39162 -1.44905 -5.64924
H 1.39002 -0.26329 -4.88024
H -1.43785 -0.22960 -4.03818
H -2.23635 0.47586 -2.63225
H -1.79790 -1.25204 -2.65294
H 0.71701 2.31242 -3.38186
H 1.36118 2.33436 -1.74622
H -0.38041 2.61426 -2.03543
N -2.42239 -5.91717 1.33592
C -2.97525 -5.24671 0.35287
N -3.98205 -5.69283 -0.35298
N -2.50316 -3.99467 0.02331
C -1.74930 -3.07631 0.08211
N -1.04936 -2.07099 0.06875
H -2.76683 -6.83146 1.60727
H -1.62785 -5.56226 1.84577
H -4.38335 -6.60967 -0.19125
H -4.37865 -5.14469 -1.10388
C -1.20344 4.68036 3.10938
N -0.13629 3.82482 2.56579
N -0.37977 2.70416 1.83367
C 0.82020 2.16132 1.54304
O 0.79785 1.03983 0.79004
C 1.83283 2.90449 2.07351
C 1.18482 3.96802 2.72951
C 1.77172 5.08140 3.51721
C -1.62693 2.21495 1.33654
C -2.43242 3.00657 0.54807
C -3.61173 2.46417 0.03048
C -3.95312 1.14149 0.28220
C -3.13057 0.35294 1.07498
C -1.94287 0.86889 1.60067
H -2.14316 4.13652 3.10169
H -1.29004 5.58991 2.51793
H -0.94842 4.93236 4.13549
H 2.89489 2.73699 2.01322
H 2.85641 5.04736 3.46258
H 1.47978 5.00520 4.56732
H 1.43299 6.05020 3.14637
H -2.16253 4.03471 0.33931
H -4.26690 3.08862 -0.56384
H -4.87898 0.74180 -0.10941
H -3.43854 -0.65030 1.33897
H -1.44676 0.36138 2.42901
*
```

Summary:
- LUMO (alpha / beta): -13.85 / -14.32 eV
- E: -1943.9905 hartree
- Gap between HOMO and LUMO (alpha / beta): 5.51 / 5.02 eV
- Largest force on an atom: 1.33 eV Å⁻¹



# 2
The following is a quantum chemistry calculation of a structure of composition C23H33BInN15OSTe4 at a distorted geometry, from the Open Molecules 2025 dataset.

Structure (ORCA input):
```
! RIJCOSX wB97M-V def2-TZVPD def2/J DEFGRID3
* xyz 1 2
In 1.02318 -1.92138 0.94693
C -1.24564 3.66263 0.81000
C -1.94025 2.49231 0.19673
C -3.31132 2.34610 -0.05321
C -3.42998 1.11215 -0.64565
N -2.19907 0.57119 -0.74955
N -1.28230 1.40630 -0.22036
B -1.84484 -0.85841 -1.18679
N -0.40663 -0.91325 -1.77844
C -0.17987 -0.80478 -3.09887
C 1.17640 -0.70348 -3.31158
C 1.74964 -0.75571 -2.04058
C 3.19966 -0.69858 -1.71848
N 0.78450 -0.87740 -1.12365
N -2.07709 -1.78334 0.03389
C -3.31672 -2.09316 0.43451
C -3.26182 -3.18451 1.26463
C -1.91007 -3.51958 1.33036
C -1.34719 -4.71549 2.01897
N -1.19149 -2.65639 0.57362
N -2.78541 -1.36167 -2.26716
C -3.41068 -0.68730 -3.26563
C -4.00387 -1.60743 -4.08758
C -3.67672 -2.86079 -3.51970
C -4.07106 -4.20714 -4.02149
N -2.93888 -2.69541 -2.43661
H -1.20693 4.48869 0.09723
H -0.23143 3.39555 1.09632
H -1.80127 4.01921 1.67688
H -4.10103 3.04050 0.16660
H -4.30436 0.58946 -0.99003
H -0.97773 -0.82686 -3.81754
H 1.68718 -0.61669 -4.25277
H 3.76391 -0.45494 -2.61597
H 3.56743 -1.66337 -1.35762
H 3.39073 0.04462 -0.94419
H -4.16232 -1.52591 0.09163
H -4.08156 -3.67842 1.75166
H -1.31748 -5.56572 1.33520
H -1.98777 -5.00305 2.85233
H -0.36149 -4.52463 2.42779
H -3.37606 0.38769 -3.31498
H -4.58548 -1.42045 -4.97192
H -5.15784 -4.28540 -4.05872
H -3.68021 -4.98608 -3.37054
H -3.69150 -4.35877 -5.03230
C 0.43147 2.67163 3.94925
C 0.73303 1.26468 4.27570
N 1.04453 0.83609 5.45065
N 1.19903 -0.50531 5.33565
C 0.97375 -0.92061 4.09159
S 0.86584 -2.49328 3.54736
N 0.66966 0.19893 3.38693
N 0.41424 0.16229 2.02796
H 0.31239 3.22559 4.87631
H -0.47435 2.75108 3.35152
H 1.26901 3.08748 3.39132
H 1.52782 -1.05502 6.11169
H 1.07628 0.77235 1.49052
H -0.51525 0.52325 1.80356
Te 4.14246 -0.76293 1.91177
Te 5.32471 -2.98230 1.30800
Te 3.80475 -4.79835 0.37623
Te 1.31381 -4.38715 0.12359
C 4.09190 4.78863 -1.36501
N 3.64889 3.73273 -0.48653
C 4.24984 3.47279 0.80211
C 3.30046 2.42201 1.37531
O 3.37589 1.89180 2.47993
N 2.36301 2.15070 0.44741
C 2.58918 2.92806 -0.62876
N 1.80154 2.83599 -1.68869
H 4.36637 5.65839 -0.76943
H 3.29041 5.08301 -2.04024
H 4.96212 4.48872 -1.95099
H 4.31516 4.37567 1.40972
H 5.24068 3.01720 0.72282
H 0.90973 2.35539 -1.50793
H 1.89440 3.46959 -2.46269
*
```

Summary:
- LUMO (alpha / beta): -2.83 / -4.29 eV
- E: -3478.0822 hartree
- Gap between HOMO and LUMO (alpha / beta): 6.54 / 5.24 eV
- ΔE to the lowest compared entry with this formula, charge and spin: 34.9 kcal per mole
- Largest force on an atom: 2.56 eV Å⁻¹



# 3
The following is a quantum chemistry calculation of a structure of composition C23H33BInN15OSTe4 at a distorted geometry, from the Open Molecules 2025 dataset.

Structure (ORCA input):
```
! RIJCOSX wB97M-V def2-TZVPD def2/J DEFGRID3
* xyz 1 2
In -0.46688 0.51347 1.18786
C 1.93231 3.44853 0.87948
C 1.38322 2.84728 -0.37419
C 1.87789 2.90920 -1.68324
C 0.91774 2.27796 -2.45008
N -0.08441 1.89033 -1.64753
N 0.20932 2.21190 -0.36486
B -1.35039 1.05844 -2.02455
N -1.01251 -0.43059 -1.73171
C -1.51340 -1.55729 -2.25674
C -0.79474 -2.62674 -1.75865
C 0.15527 -2.05852 -0.91238
C 1.26804 -2.73519 -0.18174
N 0.01341 -0.72967 -0.87893
N -2.54164 1.50306 -1.15084
C -3.66801 2.12540 -1.54027
C -4.34201 2.54088 -0.41578
C -3.53687 2.13570 0.65897
C -3.73588 2.41125 2.11018
N -2.46475 1.49382 0.20187
N -1.69138 1.34140 -3.47711
C -1.70314 2.55476 -4.08814
C -2.37592 2.42597 -5.27321
C -2.77939 1.07216 -5.30919
C -3.56158 0.36602 -6.36692
N -2.37679 0.43650 -4.22334
H 1.68847 4.51071 0.92490
H 3.01843 3.36836 0.92567
H 1.50362 2.97283 1.76429
H 2.77889 3.38702 -2.02916
H 0.87649 2.09984 -3.51140
H -2.31579 -1.51006 -2.97055
H -0.92119 -3.66693 -2.00550
H 1.11818 -3.81496 -0.17843
H 1.35049 -2.37394 0.84194
H 2.21900 -2.54670 -0.68568
H -3.90775 2.23413 -2.58535
H -5.27356 3.07805 -0.37214
H -4.57696 1.84992 2.51595
H -3.94417 3.46993 2.26689
H -2.84234 2.15728 2.67895
H -1.24502 3.41836 -3.63455
H -2.54798 3.18762 -6.01440
H -3.23174 0.66475 -7.36143
H -4.62487 0.59792 -6.28814
H -3.44008 -0.71087 -6.26798
C 5.38649 1.10992 -0.11594
C 4.80150 1.16366 1.24386
N 5.30270 1.77376 2.26611
N 4.40497 1.54227 3.27017
C 3.34938 0.80014 2.90893
S 2.05789 0.32529 3.86137
N 3.60803 0.55496 1.58406
N 2.76335 -0.16949 0.75267
H 6.23444 1.78806 -0.15911
H 4.65121 1.40333 -0.86708
H 5.73336 0.10335 -0.35539
H 4.56043 1.91229 4.19233
H 3.27759 -0.92422 0.31486
H 2.37732 0.43544 0.03114
Te -1.85192 -0.44810 4.10304
Te -3.54377 0.35452 6.09772
Te -5.66566 -0.30778 4.57960
Te -3.94635 -1.54167 2.81240
C 2.02909 -5.29371 2.69173
N 0.93029 -4.35688 2.61523
C -0.34905 -4.62924 1.98535
C -0.98604 -3.24554 2.02749
O -2.10986 -2.98602 1.61133
N -0.13757 -2.36243 2.59831
C 0.97873 -3.04070 2.88656
N 2.05024 -2.42979 3.38121
H 1.62727 -6.30363 2.72754
H 2.59769 -5.14201 3.60930
H 2.69945 -5.21386 1.83214
H -0.94818 -5.34681 2.54834
H -0.24260 -4.98180 0.95719
H 2.02303 -1.41771 3.47306
H 2.89694 -2.92493 3.59166
*
```

Summary:
- LUMO (alpha / beta): -3.71 / -4.66 eV
- E: -3478.0378 hartree
- Gap between HOMO and LUMO (alpha / beta): 5.53 / 4.43 eV
- ΔE to the lowest compared entry with this formula, charge and spin: 62.8 kcal per mole
- Largest force on an atom: 2.10 eV Å⁻¹



# 4
The following is a quantum chemistry calculation of a cluster of 6 separate species, C23H33BN6 in total, from the Open Molecules 2025 dataset.

Structure (ORCA input):
```
! RIJCOSX wB97M-V def2-TZVPD def2/J DEFGRID3
* xyz 0 1
H 2.59090 -2.65232 4.17247
N 2.06888 -3.01638 3.37692
C 1.59958 -2.05658 2.68399
C 1.79404 -0.59559 3.03646
C 0.77551 -2.34258 1.45692
B -0.72467 -2.31730 1.94542
H 1.85135 0.00811 2.13182
H 0.92343 -0.24778 3.59583
H 2.69816 -0.44736 3.62258
H 1.02326 -3.33234 1.07954
H 0.94855 -1.56412 0.71366
H -1.24862 -3.34807 2.22131
H -1.28627 -1.27623 2.07550
C 5.04479 -3.52749 -1.30597
C 4.45768 -4.82148 -1.25105
C 3.73385 -4.89146 -0.08979
N 3.86122 -3.69322 0.55627
C 4.65678 -2.85745 -0.17564
H 5.68008 -3.13599 -2.08271
H 4.55709 -5.60942 -1.97871
H 3.14267 -5.68716 0.33004
H 3.43465 -3.46789 1.44135
H 4.87833 -1.86217 0.16813
C 6.90477 -1.89479 2.32385
C 8.18418 -1.39654 1.95778
C 8.42653 -0.28783 2.72400
N 7.34537 -0.09762 3.53986
C 6.41394 -1.07330 3.30379
H 6.41014 -2.76021 1.91945
H 8.84808 -1.80598 1.21531
H 9.27211 0.37717 2.75906
H 7.25019 0.64376 4.20776
H 5.48767 -1.10050 3.85212
C -3.76858 -0.36113 0.12903
C -3.87413 1.00085 -0.26270
C -4.70783 1.62111 0.62850
N -5.11017 0.68590 1.54060
C -4.54204 -0.52342 1.24659
H -3.19192 -1.13188 -0.35470
H -3.39198 1.47383 -1.10183
H -5.04713 2.64119 0.69077
H -5.73047 0.86035 2.30899
H -4.73445 -1.39103 1.85360
C -0.42311 1.10351 -4.73912
C -0.96170 2.07553 -5.62550
C -2.17601 2.45851 -5.12224
N -2.39057 1.75628 -3.96802
C -1.32803 0.92894 -3.72682
H 0.51947 0.59145 -4.83476
H -0.50959 2.44869 -6.52891
H -2.90160 3.16582 -5.48515
H -3.20626 1.83384 -3.38939
H -1.30697 0.29048 -2.86025
C -8.35178 4.87463 -1.26101
C -7.23284 4.05288 -0.95682
C -6.13252 4.63338 -1.53004
N -6.54447 5.77158 -2.16687
C -7.89423 5.92608 -2.00892
H -9.37440 4.71109 -0.96580
H -7.23472 3.13995 -0.38530
H -5.09748 4.33633 -1.53759
H -5.94765 6.39688 -2.67491
H -8.41109 6.76652 -2.43876
*
```

Summary:
- SMILES: [H]/N=C(\C)CB.c1cc[nH]c1.c1cc[nH]c1.c1cc[nH]c1.c1cc[nH]c1.c1cc[nH]c1
- LUMO: 0.06 eV
- E: -1249.5010 hartree
- Gap between HOMO and LUMO: 8.05 eV
- Largest force on an atom: 0.47 eV Å⁻¹



# 5
The following is a quantum chemistry calculation of a structure of composition C23H33BNO4P2Tm at a distorted geometry, from the Open Molecules 2025 dataset.

Structure (ORCA input):
```
! RIJCOSX wB97M-V def2-TZVPD def2/J DEFGRID3
* xyz 0 3
C -0.83620 3.88847 -1.71903
C -0.84197 2.55100 -1.33635
N 0.05634 2.07731 -0.43144
C 0.86081 2.94829 0.22679
C 0.88059 4.30088 -0.10506
C 0.04002 4.77543 -1.10578
C -1.88345 1.62769 -1.94111
P -2.37788 0.14635 -0.93146
Tm 0.19301 -0.30781 -0.39387
P 2.02306 0.64071 1.36167
C 1.76491 2.47076 1.35113
C 0.05891 -2.56411 0.37162
C -0.97890 -3.12954 1.08003
C -1.02060 -4.53177 1.23004
C -0.00910 -5.32862 0.68635
C 1.05467 -4.72832 0.00976
C 1.09856 -3.32426 -0.13608
O -0.81084 0.51445 -4.43254
O 0.03796 -1.73630 -3.11080
H -1.54830 4.22382 -2.47444
H 1.56512 4.95750 0.43140
H 0.04840 5.82799 -1.38449
C -3.87413 0.73168 -0.10783
C -3.08624 -0.95433 -2.19179
H 2.76419 2.91606 1.22607
H 1.37660 2.79789 2.32796
H -1.56411 1.29351 -2.96578
H -2.83763 2.17394 -2.03715
C 2.74764 0.17403 2.95369
C 3.60170 0.66640 0.39384
H -1.77272 -2.51958 1.52289
H -1.85246 -4.98953 1.76722
H -0.05160 -6.41409 0.79242
H 1.85108 -5.33988 -0.41642
H 1.95583 -2.86400 -0.64566
H 0.85684 -1.33493 -2.65235
H 0.20820 -2.70608 -3.16983
H -0.38556 -0.34876 -4.20671
H -0.10759 1.09963 -4.76332
H 1.59310 -0.55983 -1.61319
H -4.61081 1.03308 -0.86856
H -4.27493 -0.09165 0.49856
H -3.64832 1.57904 0.55204
H -3.91310 -0.45372 -2.71333
H -2.31718 -1.26123 -2.90999
H -3.45535 -1.85536 -1.68679
H 4.36364 1.22084 0.96373
H 3.95095 -0.35617 0.21310
H 3.45493 1.13558 -0.58482
H 3.64518 0.77496 3.15113
H 2.03180 0.27753 3.77328
H 3.02272 -0.88724 2.88444
O -0.49373 -0.65784 3.15286
B -0.24965 0.39361 2.18040
O -0.74609 1.62358 2.76348
C -1.18235 1.31907 4.01734
C -1.37491 2.20102 5.06213
C -1.28375 1.68665 6.35993
C -1.16032 0.31497 6.58068
C -1.13080 -0.58763 5.51339
C -1.05031 -0.05905 4.24115
H -1.53736 3.25695 4.87343
H -1.31905 2.36920 7.20797
H -1.09302 -0.06419 7.59975
H -1.11486 -1.66096 5.67389
*
```

Summary:
- LUMO (alpha / beta): 0.17 / 0.17 eV
- E: -3044.6699 hartree
- Gap between HOMO and LUMO (alpha / beta): 6.57 / 6.57 eV
- Largest force on an atom: 2.59 eV Å⁻¹



# 6
The following is a quantum chemistry calculation of a cluster of 2 separate species, C23H33F3N3O4 in total, from the Open Molecules 2025 dataset.

Structure (ORCA input):
```
! RIJCOSX wB97M-V def2-TZVPD def2/J DEFGRID3
* xyz -1 1
C 2.07784 -0.64771 2.23263
C 3.46377 -0.55582 1.57581
C 3.45585 -0.81129 0.06585
C 3.77028 -2.26990 -0.26405
O 3.27922 -2.67680 -1.53572
C 2.12709 -3.39395 -1.53517
C 1.07984 -3.13349 -0.67283
C -0.11491 -3.88651 -0.75510
C -1.27272 -3.56628 0.15699
C -2.31582 -2.71317 -0.58346
C -1.66548 -1.46763 -1.17894
C -2.67620 -0.38317 -1.53831
N -2.11190 0.93535 -1.81541
C -1.51209 1.05203 -3.14229
C -1.25934 1.40927 -0.77777
C -1.92885 2.19922 0.30733
O -0.07730 1.20014 -0.76525
C -0.24424 -4.89178 -1.69529
C 0.81385 -5.18244 -2.59103
N 0.64567 -6.16653 -3.52352
C 1.66353 -6.34334 -4.31569
C 2.85578 -5.59424 -4.24540
N 3.04447 -4.65673 -3.36296
C 2.00837 -4.43149 -2.51111
H 1.97530 -1.53998 2.84730
H 1.27251 -0.64027 1.50274
H 1.90429 0.19659 2.89251
H 4.17930 -1.20753 2.07356
H 3.82505 0.45890 1.72573
H 4.24894 -0.20205 -0.36271
H 2.53069 -0.47205 -0.39213
H 3.44322 -2.94910 0.52397
H 4.85294 -2.36377 -0.32001
H 1.12994 -2.34804 0.06240
H -1.71207 -4.49089 0.52297
H -0.92102 -3.00257 1.01927
H -2.72747 -3.32781 -1.38389
H -3.11117 -2.42752 0.10089
H -1.11439 -1.73023 -2.07884
H -0.92222 -1.11200 -0.46749
H -3.17950 -0.69788 -2.45278
H -3.46535 -0.32493 -0.78822
H -0.87562 0.21116 -3.41919
H -2.29792 1.21371 -3.87460
H -0.89822 1.94754 -3.15827
H -1.47407 3.18617 0.34146
H -1.79502 1.73858 1.28028
H -2.97643 2.32802 0.06352
H -1.15244 -5.47252 -1.75630
H 1.57577 -7.10116 -5.08405
H 3.65013 -5.79304 -4.95099
C -0.23453 6.48587 1.87024
C -0.61140 7.34729 3.07418
O -1.94377 7.24629 3.50192
C -2.29743 6.13705 4.41746
O -1.49614 5.97708 5.41826
C -2.50145 4.80771 3.62430
F -3.09269 5.00937 2.40463
F -3.33827 3.98302 4.29230
F -1.38681 4.09280 3.38098
H -1.03726 6.48719 1.13113
H 0.67718 6.87365 1.40447
H -0.03636 5.45561 2.15493
H -0.49576 8.39560 2.77315
H 0.07960 7.18262 3.90797
H -3.35675 6.41778 4.64764
*
```

Summary:
- LUMO: 1.26 eV
- E: -1661.0561 hartree
- Gap between HOMO and LUMO: 4.95 eV
- Largest force on an atom: 0.94 eV Å⁻¹



Among the records above, which one has the lowest E?
number 2



Among the records above, which one has the lowest E?
number 2



What is the E in the fifth record?
-3044.6699 hartree